[1]
This record from the Open Molecules 2025 dataset describes a structure of composition C28H63Cl10N4O8P at a distorted geometry. The level of theory is ωB97M-V/def2-TZVPD.

Positions of all 114 atoms, in Å:
C 1.45227 3.76778 -2.46093
O 1.88279 4.86503 -2.69026
N 2.11967 2.71276 -1.96090
C 1.35856 1.52195 -1.60253
C 3.47692 2.79051 -1.40264
H 0.38507 3.57630 -2.65227
H 0.31734 1.60353 -1.91448
H 1.45998 1.35104 -0.53080
H 1.73229 0.60789 -2.06396
H 3.58612 2.58568 -0.33764
H 4.04641 2.10958 -2.03519
H 3.84553 3.81344 -1.47911
C 0.09744 0.49831 4.83864
O -0.23939 -0.32203 5.72968
N -0.49398 0.53369 3.60498
C -0.14338 1.56149 2.58691
C -1.68290 -0.24732 3.25558
H 0.78223 1.34027 5.02405
H -0.89329 2.34985 2.65185
H -0.22093 1.10351 1.60084
H 0.86977 1.94489 2.70788
H -2.27212 -0.66395 4.07249
H -2.44623 0.39735 2.81990
H -1.54513 -1.03297 2.51268
C -4.15835 -2.01068 0.33801
O -3.89111 -3.02447 -0.26397
N -3.28121 -1.20359 0.84788
C -1.82660 -1.48285 0.73850
C -3.67896 0.07527 1.52515
H -5.21626 -1.73697 0.47259
H -1.37321 -0.62899 0.23504
H -1.52655 -2.32827 0.11936
H -1.37816 -1.46695 1.73184
H -3.15350 0.89238 1.03085
H -4.73007 0.35074 1.43925
H -3.50584 0.05109 2.60105
C 3.20029 -1.41546 -2.98389
O 3.23910 -1.82363 -1.80108
N 2.16361 -0.88931 -3.67584
C 2.42688 -0.59029 -5.12360
C 0.76171 -0.81800 -3.27859
H 4.10070 -1.55479 -3.60199
H 2.05482 -1.47553 -5.63939
H 3.46623 -0.32986 -5.32364
H 1.78160 0.23086 -5.43573
H 0.36621 0.19471 -3.35672
H 0.19814 -1.54432 -3.86422
H 0.62908 -1.01170 -2.21417
Cl 4.73554 -1.87254 1.16379
C 3.53810 -1.85621 2.44516
C 3.51065 -0.41321 3.10095
Cl 5.02270 -0.00142 3.95585
H 3.73111 -2.59129 3.22650
H 2.65888 -2.22699 1.91828
H 2.79936 -0.36137 3.92525
H 3.20367 0.38569 2.42596
Cl 2.16971 0.69461 1.00206
C 1.03791 -0.63524 0.59350
C 0.49610 -0.57140 -0.82087
Cl -0.73435 0.72960 -1.10711
H 0.23466 -0.54688 1.32500
H 1.57623 -1.56148 0.79449
H -0.05492 -1.46895 -1.10175
H 1.38153 -0.45725 -1.44624
Cl -0.40412 -4.44981 4.81781
C -0.23033 -2.75657 4.22914
C 0.65006 -2.72104 3.05963
Cl 0.86779 -1.04203 2.42893
H 0.00848 -2.08789 5.05615
H -1.19542 -2.46932 3.81179
H 0.39485 -3.47938 2.31943
H 1.58816 -3.03250 3.51905
Cl 1.20557 -3.58700 1.23228
C 2.61275 -3.00971 0.30554
C 2.68859 -3.50197 -1.14275
Cl 2.71507 -5.26984 -1.33902
H 3.46670 -3.34806 0.89240
H 2.65945 -1.93756 0.49629
H 3.61717 -3.17794 -1.61268
H 1.90300 -3.06395 -1.75846
Cl -2.59830 -4.65076 -3.33531
C -0.77554 -4.60990 -3.35474
C -0.23416 -4.58094 -1.89839
Cl -0.01467 -2.94710 -1.35658
H -0.35526 -3.85518 -4.01947
H -0.38272 -5.50592 -3.83529
H 0.77649 -4.98912 -1.90662
H -0.90753 -5.14539 -1.25336
C -4.11845 0.70610 -2.15667
C -2.76294 0.86780 -1.48236
O -2.69809 2.19027 -0.96613
P -1.76346 2.65163 0.28586
O -1.38204 1.56728 1.28005
O -2.51694 3.94958 0.90398
C -3.25617 4.78803 0.01848
C -4.81832 4.56339 0.13192
O -0.53199 3.31160 -0.59311
C 0.66519 3.54920 0.14923
C 0.81891 5.04136 -0.03164
H -4.92151 0.56045 -1.43419
H -4.49011 1.62635 -2.60736
H -4.32393 -0.14143 -2.81053
H -2.72483 0.07131 -0.73923
H -1.98626 0.79271 -2.24343
H -3.00608 5.77042 0.41907
H -2.82624 4.70305 -0.97953
H -5.31569 5.36915 -0.40798
H -5.02027 3.60028 -0.33684
H -5.12631 4.53768 1.17718
H 0.59734 3.29340 1.20662
H 1.51542 2.98389 -0.23238
H 0.38931 5.46762 -0.93820
H 0.24725 5.55154 0.74360
H 1.84957 5.37255 0.09552

Cartesian forces, eV/Å:
-0.4 -0.2 -0.7
1.0 1.0 -0.3
0.7 -0.9 0.1
3.5 2.6 -2.5
-0.1 0.8 -1.2
0.1 -0.5 -0.1
3.1 2.0 -1.3
-0.6 0.8 -1.7
1.1 1.9 -0.7
-0.5 -0.6 0.0
0.6 0.0 0.5
0.0 0.0 -0.5
-2.5 -1.1 0.8
1.1 1.9 -1.5
-0.7 1.7 2.0
4.7 -0.5 6.6
-0.1 1.8 2.2
0.3 -0.3 -0.2
1.5 0.3 1.6
3.7 -0.8 2.1
0.2 0.0 1.1
0.8 -0.1 0.7
3.1 0.6 1.0
-0.3 2.3 4.1
-2.0 -1.7 -0.9
0.3 -0.9 -0.6
2.0 2.5 2.2
-0.7 0.1 -1.3
-1.9 -0.7 -1.3
0.0 0.4 0.2
-0.6 -0.3 0.6
-1.1 -0.1 0.6
0.4 -2.7 -3.7
-0.3 -0.6 0.7
-0.3 -0.8 -0.6
-1.9 -0.4 -1.2
0.2 0.0 1.0
0.7 9.2 -4.1
0.9 0.3 -0.9
-1.1 -0.5 1.0
-0.2 -0.7 -2.0
-0.1 0.3 0.0
0.5 0.0 -0.6
-0.1 -0.3 0.1
0.1 0.1 0.2
0.1 -0.2 -0.9
-0.2 0.3 -0.3
0.2 -1.0 -4.1
3.0 1.4 0.7
0.9 1.7 1.6
0.0 -1.1 1.2
0.4 -0.1 -0.3
0.6 0.0 -0.1
0.7 1.1 1.9
-0.2 -0.5 -0.1
1.6 -1.0 1.3
0.2 0.1 -1.7
-0.7 3.1 -9.9
1.9 2.3 3.7
4.4 -6.7 3.1
-2.2 2.6 -5.7
-1.7 1.8 -2.1
-0.3 3.3 1.5
-0.5 -0.4 2.3
0.2 0.1 -0.1
-2.1 0.5 0.5
-0.3 1.4 7.7
0.9 -8.9 17.5
0.0 -0.5 -0.1
-0.3 -0.3 0.9
-4.5 1.3 5.5
0.4 -0.1 -0.7
6.0 -3.2 -10.1
0.8 -3.6 -2.7
0.4 -2.2 0.8
0.5 -1.5 0.7
-0.9 -1.2 -0.9
0.7 -1.2 -2.1
0.2 -2.8 1.2
0.8 -1.7 0.5
1.1 0.3 -0.4
0.1 -0.7 0.7
-0.4 -1.0 -2.1
-2.7 -4.2 -1.0
-0.5 0.6 0.4
-0.6 -0.5 0.2
-0.7 -0.2 0.0
0.2 0.2 0.1
-2.0 0.8 0.6
-6.2 -0.5 -2.7
-0.1 1.3 1.4
-0.4 0.4 -1.4
-10.9 4.4 -9.7
1.0 -2.9 0.1
-1.2 1.2 0.5
2.0 -0.3 -0.5
-2.1 -1.7 1.9
0.6 1.7 0.6
0.3 1.3 1.3
0.1 -0.1 0.7
0.5 0.1 -0.6
1.0 0.0 -0.3
-0.3 0.6 -0.5
-2.6 0.0 -1.0
-0.2 0.2 -0.4
-0.5 0.0 -0.1
-0.1 -0.1 0.1
-0.3 0.1 0.0
0.1 0.1 -0.1
-0.4 0.1 0.0
-1.0 0.8 0.6
0.4 -0.6 -0.2
0.0 0.0 0.4
0.0 0.0 -0.2

Properties
Orbital gap in eV: 7.617
Lowest unoccupied orbital energy in eV: 0.035
HOMO energy in eV: -7.6

[2]
This record from the Open Molecules 2025 dataset describes the ion C5H8N3OS with charge +1 at a distorted geometry. The level of theory is ωB97M-V/def2-TZVPD.

Positions of all 18 atoms, in Å:
N -2.35325 -1.41022 0.00030
C -1.69501 -0.24094 0.36043
O -2.12459 0.76579 0.94095
C -0.32153 -0.00809 -0.40738
S -0.33420 0.32006 -2.21561
N 0.41284 -1.15151 -0.04795
C 1.58510 -1.11706 0.43390
C 2.23523 0.17860 0.74472
C 1.63252 1.33266 0.36969
N 0.21510 1.36329 0.10216
H -1.82604 -2.10490 -0.45510
H -3.18964 -1.69721 0.57766
H -1.62923 0.00485 -2.44640
H 2.30260 -1.97907 0.43426
H 3.24074 -0.01667 0.99290
H 2.18179 2.30088 0.41652
H -0.42890 1.47151 0.96238
H 0.09647 1.98803 -0.76344

Cartesian forces, eV/Å:
-0.8 2.5 2.7
-1.7 1.4 -2.1
0.6 -2.2 0.1
-0.3 -0.4 0.8
-0.6 -0.9 -0.1
1.0 -1.2 -1.1
0.5 0.8 -0.2
-1.7 0.1 -1.7
2.4 -0.5 2.0
-0.3 -0.5 -0.7
0.7 -1.0 -0.4
1.4 0.5 -1.1
0.3 0.1 0.1
-1.4 0.3 0.4
1.2 1.0 0.4
-0.9 -0.7 -0.1
0.3 1.0 -1.2
-0.7 -0.4 2.0

Properties
Total charge: +1
Orbital gap in eV: 9.637
Lowest unoccupied orbital energy in eV: -4.701
HOMO energy in eV: -14.3
SMILES: NC(=O)[C@]1(S)N=CC=C[NH2+]1

[3]
This record from the Open Molecules 2025 dataset describes a structure of composition C17H20ClNO2Ru at a distorted geometry. The level of theory is ωB97M-V/def2-TZVPD.

Positions of all 42 atoms, in Å:
Cl -1.77067 -1.24375 -1.21965
C 1.58954 -1.96515 -2.99375
C 2.32520 -0.78805 -2.56374
C 1.51623 0.37199 -2.98694
H 3.38192 -0.74693 -2.30386
C 0.36174 -0.13847 -3.67776
C 0.45698 -1.54828 -3.70180
H -0.25012 -2.18717 -4.23848
H 1.94245 -2.99023 -2.89323
H 1.87646 1.39332 -3.11216
C -0.66618 0.69435 -4.33094
Ru 1.17605 -0.21044 -0.90573
C 2.34675 1.23857 -0.66043
C 1.11967 -1.99635 -0.38484
O 3.03808 2.15329 -0.46508
O 1.09828 -3.09449 -0.00521
H -0.63516 1.70302 -3.91232
H -1.66514 0.29304 -4.13083
H -0.51249 0.76107 -5.41747
C -2.10776 -0.70691 2.57272
N -2.19648 0.13357 1.35084
C -3.59250 0.62063 1.15079
C -1.18733 1.28198 1.26849
C 0.12267 0.89789 1.88945
C 0.43307 1.39096 3.16963
C 1.54502 0.90107 3.85486
C 2.35845 -0.07032 3.27106
C 2.08655 -0.50863 1.96705
C 1.03404 0.05426 1.26231
H -2.09511 -0.06466 3.46082
H -1.19673 -1.31060 2.54392
H -2.98022 -1.37324 2.57720
H -1.96564 -0.47634 0.48811
H -3.78695 1.41552 1.87791
H -3.67454 1.00924 0.13568
H -4.27332 -0.22627 1.28135
H -1.10554 1.52737 0.19723
H -1.64273 2.12498 1.80393
H -0.22241 2.14140 3.62205
H 1.77065 1.27906 4.85503
H 3.21184 -0.49419 3.81169
H 2.73535 -1.24609 1.49211

Cartesian forces, eV/Å:
1.4 0.2 -0.5
1.7 0.2 -0.1
0.2 -0.2 -1.3
0.2 -0.9 -1.6
-0.2 -0.2 -0.3
0.5 0.9 0.3
-1.1 -0.3 -0.2
0.3 0.1 0.3
-0.2 0.3 0.1
-0.1 -0.3 0.1
-0.4 0.3 0.3
-3.0 1.3 2.4
3.8 6.1 1.1
-1.2 -7.6 2.4
-2.4 -3.6 -0.7
0.4 3.9 -1.3
0.0 0.0 -0.2
0.1 0.0 -0.2
0.0 -0.1 0.2
0.1 -0.2 0.2
0.4 -0.2 -0.7
0.1 0.1 -0.1
-0.5 -0.1 0.0
0.0 0.9 0.5
-0.3 -0.4 -0.5
0.3 0.1 0.1
0.1 -0.2 -0.1
0.6 0.2 0.4
-0.3 -0.6 -1.4
-0.1 -0.2 -0.2
-0.1 0.2 0.0
0.3 0.2 0.1
-0.4 0.5 1.0
-0.1 -0.3 -0.1
-0.1 0.0 0.1
0.1 0.3 0.0
-0.1 0.0 0.3
0.2 -0.1 -0.2
0.2 -0.3 -0.1
-0.1 -0.2 -0.3
-0.4 0.2 -0.2
0.0 0.1 0.3

Properties
Total charge: +2
Orbital gap (spin up / spin down) in eV: 7.615 / 5.223
Lowest unoccupied orbital energy (spin up / spin down) in eV: -7.622 / -10.525
HOMO energy (spin up / spin down) in eV: -15.2 / -15.7
Multiplicity: 5
⟨S²⟩: 6.0339

| no. | calculated total energy (eV) |
| --- | --- |
| 1 | -186868.5479 |
| 2 | -22659.2950 |
| 3 | -38622.0995 |